Version w
DFT (wB97M-V/def2-TZVPD) results for a 2-piece molecular cluster, C5H14 overall.

Each line ends with the Mulliken charge.
Element x y z (Å)
C: 0.42 1.24 0.06  -0.445
C: -0.75 1.62 0.95  -0.268
C: -0.93 0.61 2.07  -1.050
H: 0.06 0.38 -0.52  -0.428
H: 1.21 0.75 0.68  0.247
H: 0.71 1.94 -0.72  0.418
H: -0.32 2.54 1.45  0.268
H: -1.62 1.91 0.40  0.362
H: -1.50 -0.25 1.73  0.266
H: 0.11 0.20 2.28  0.249
H: -1.51 0.95 2.91  0.343
C: 1.17 -1.11 -1.70  -0.860
C: -0.12 -1.81 -1.20  -0.755
H: 1.77 -0.99 -0.80  0.267
H: 1.57 -1.82 -2.39  0.334
H: 1.08 -0.08 -2.01  0.261
H: 0.12 -2.49 -0.35  0.208
H: -0.53 -2.44 -2.01  0.328
H: -0.94 -1.16 -0.82  0.255

The LUMO energy comes out at 1.15 eV. The gap between HOMO and LUMO is 11.768 eV. The highest occupied orbital energy comes out at -10.6 eV. The structure (SMILES) is CCC.CC.


Version x
DFT (wB97M-V/def2-TZVPD) results for a 2-piece molecular cluster, C5H14 overall.

Each line ends with the Mulliken charge.
Element x y z (Å)
C: 1.33 -0.31 -0.73  -0.601
C: 1.73 -1.55 0.03  -0.329
C: 1.21 -1.62 1.49  -0.966
H: 0.42 0.14 -0.34  -0.209
H: 2.06 0.52 -0.71  0.343
H: 1.21 -0.43 -1.81  0.372
H: 2.83 -1.58 0.13  0.220
H: 1.52 -2.45 -0.55  0.323
H: 0.20 -1.23 1.55  0.238
H: 1.86 -1.00 2.11  0.280
H: 1.30 -2.65 1.84  0.322
C: -1.76 1.95 -0.98  -0.781
C: -2.17 1.05 0.21  -0.875
H: -2.62 2.30 -1.55  0.314
H: -1.26 2.82 -0.56  0.246
H: -0.98 1.53 -1.61  0.232
H: -3.20 1.28 0.49  0.372
H: -2.15 0.01 -0.08  0.257
H: -1.55 1.23 1.08  0.243

The LUMO energy comes out at 1.15 eV. The gap between HOMO and LUMO is 12.276 eV. The highest occupied orbital energy comes out at -11.1 eV. The structure (SMILES) is CCC.CC.


Which structure is the least stable? The one labeled version w.


Version w
DFT (wB97M-V/def2-TZVPD) results for a 2-piece molecular cluster, C5H14 overall.

Each line ends with the Mulliken charge.
Element x y z (Å)
C: 0.24 -2.22 -1.51  -1.071
C: -0.48 -1.43 -0.40  0.059
C: 0.57 -1.30 0.73  -1.501
H: 0.08 -3.30 -1.54  0.298
H: 1.32 -2.05 -1.56  0.302
H: -0.30 -1.96 -2.49  0.275
H: -0.74 -0.46 -0.80  0.195
H: -1.28 -2.07 -0.10  0.253
H: 0.20 -0.59 1.43  0.419
H: 0.54 -2.17 1.37  0.413
H: 1.65 -1.29 0.48  0.383
C: -0.96 2.59 0.68  -0.972
C: 0.60 2.25 0.45  -0.501
H: -1.28 3.61 0.37  0.328
H: -1.66 2.00 0.18  0.309
H: -1.10 2.58 1.71  0.299
H: 0.83 2.51 -0.61  0.247
H: 0.73 1.17 0.68  -0.103
H: 1.21 2.70 1.18  0.369

The LUMO energy comes out at 1.18 eV. The gap between HOMO and LUMO is 12.237 eV. The highest occupied orbital energy comes out at -11.1 eV. The structure (SMILES) is CCC.CC.


Version x
DFT (wB97M-V/def2-TZVPD) results for a 2-piece molecular cluster, C5H14 overall.

Each line ends with the Mulliken charge.
Element x y z (Å)
C: 0.69 1.50 -1.69  -1.062
C: 1.31 0.15 -1.28  -0.069
C: 0.31 -0.99 -1.46  -1.051
H: -0.05 1.82 -0.99  0.242
H: 0.19 1.35 -2.65  0.310
H: 1.47 2.26 -1.71  0.316
H: 2.13 -0.07 -1.96  0.287
H: 1.61 0.14 -0.25  0.202
H: -0.54 -1.02 -0.77  0.110
H: -0.10 -1.03 -2.48  0.405
H: 0.77 -1.98 -1.35  0.308
C: -1.55 0.09 1.70  -0.833
C: -0.39 -0.64 2.35  -0.806
H: -1.28 1.13 1.51  0.214
H: -2.08 -0.39 0.90  0.289
H: -2.30 0.26 2.50  0.342
H: -0.67 -1.59 2.82  0.308
H: 0.06 -0.06 3.14  0.295
H: 0.43 -0.93 1.68  0.193

The LUMO energy comes out at 1.19 eV. The gap between HOMO and LUMO is 12.645 eV. The highest occupied orbital energy comes out at -11.5 eV. The structure (SMILES) is CCC.CC.


Version y
DFT (wB97M-V/def2-TZVPD) results for a 2-piece molecular cluster, C5H14 overall.

Each line ends with the Mulliken charge.
Element x y z (Å)
C: 0.98 -0.14 -1.81  -0.984
C: 1.23 0.75 -0.63  0.370
C: 2.67 0.59 0.00  -1.084
H: 0.90 -1.19 -1.51  0.289
H: 0.03 0.34 -2.38  0.224
H: 1.80 -0.35 -2.58  0.331
H: 0.61 0.60 0.15  -0.258
H: 1.08 1.81 -1.06  0.261
H: 3.46 0.29 -0.66  0.337
H: 2.57 -0.24 0.76  0.279
H: 3.16 1.51 0.52  0.264
C: -2.47 -1.05 0.65  -0.717
C: -2.20 0.16 1.65  -0.741
H: -2.92 -0.59 -0.31  0.214
H: -1.48 -1.57 0.50  0.165
H: -2.91 -1.95 1.16  0.327
H: -1.12 0.52 1.59  0.203
H: -2.46 -0.35 2.51  0.271
H: -2.94 0.88 1.46  0.249

The LUMO energy comes out at 1.05 eV. The gap between HOMO and LUMO is 12.114 eV. The highest occupied orbital energy comes out at -11.1 eV. The structure (SMILES) is CCC.CC.


Which structure is the least stable? The one labeled version y.


Version w
DFT (wB97M-V/def2-TZVPD) results for a 2-piece molecular cluster, C5H14 overall.

Each line ends with the Mulliken charge.
Element x y z (Å)
C: -2.24 1.40 -0.89  -1.345
C: -1.06 0.86 -0.10  0.311
C: -1.55 -0.12 0.96  -1.354
H: -2.96 1.91 -0.24  0.341
H: -2.85 0.55 -1.21  0.313
H: -2.05 1.98 -1.78  0.351
H: -0.50 0.24 -0.81  0.059
H: -0.38 1.58 0.31  0.255
H: -2.17 -0.89 0.52  0.341
H: -0.86 -0.59 1.66  0.328
H: -2.28 0.38 1.63  0.394
C: 2.61 -0.28 0.28  -0.811
C: 2.03 -1.55 -0.30  -0.767
H: 3.57 -0.03 -0.18  0.343
H: 2.05 0.65 0.15  0.196
H: 2.91 -0.37 1.32  0.273
H: 2.00 -1.57 -1.39  0.262
H: 2.69 -2.40 -0.10  0.346
H: 1.05 -1.75 0.15  0.163

The LUMO energy comes out at 1.17 eV. The gap between HOMO and LUMO is 12.400 eV. The highest occupied orbital energy comes out at -11.2 eV. The structure (SMILES) is CCC.CC.


Version x
DFT (wB97M-V/def2-TZVPD) results for a 2-piece molecular cluster, C5H14 overall.

Each line ends with the Mulliken charge.
Element x y z (Å)
C: -0.67 -0.30 1.29  -0.933
C: -1.16 -1.62 0.72  -0.155
C: -2.70 -1.72 0.88  -1.263
H: -1.45 0.22 1.86  0.378
H: 0.27 -0.47 1.85  0.276
H: -0.41 0.40 0.51  0.154
H: -0.97 -1.64 -0.36  0.211
H: -0.80 -2.64 1.03  0.318
H: -3.07 -0.73 0.58  0.317
H: -3.21 -2.62 0.67  0.365
H: -2.76 -1.61 1.97  0.324
C: 2.56 1.59 -0.79  -0.779
C: 1.70 1.52 -2.03  -0.751
H: 2.53 2.63 -0.36  0.242
H: 2.28 0.91 0.01  0.192
H: 3.65 1.58 -0.84  0.344
H: 0.84 2.22 -2.06  0.261
H: 1.11 0.60 -1.96  0.190
H: 2.26 1.69 -2.96  0.310

The LUMO energy comes out at 1.10 eV. The gap between HOMO and LUMO is 12.019 eV. The highest occupied orbital energy comes out at -10.9 eV. The structure (SMILES) is CCC.CC.


Version y
DFT (wB97M-V/def2-TZVPD) results for a 2-piece molecular cluster, C5H14 overall.

Each line ends with the Mulliken charge.
Element x y z (Å)
C: 1.09 -0.94 1.82  -1.034
C: -0.45 -0.99 2.12  -0.252
C: -1.22 -0.89 0.80  -1.007
H: 1.38 0.11 1.84  0.226
H: 1.28 -1.41 0.85  0.322
H: 1.55 -1.42 2.69  0.327
H: -0.66 -1.93 2.66  0.313
H: -0.75 -0.17 2.78  0.266
H: -2.00 -1.69 0.82  0.281
H: -1.65 0.09 0.65  0.239
H: -0.63 -1.21 -0.07  0.270
C: -0.27 0.72 -2.19  -0.218
C: 0.78 1.81 -2.06  -0.931
H: 0.10 -0.12 -2.78  0.298
H: -0.74 0.48 -1.21  -0.264
H: -1.22 1.06 -2.64  0.315
H: 1.57 1.85 -2.83  0.291
H: 1.48 1.83 -1.19  0.275
H: 0.36 2.81 -2.05  0.284

The LUMO energy comes out at 1.15 eV. The gap between HOMO and LUMO is 12.030 eV. The highest occupied orbital energy comes out at -10.9 eV. The structure (SMILES) is CCC.CC.


Version z
DFT (wB97M-V/def2-TZVPD) results for a 2-piece molecular cluster, C5H14 overall.

Each line ends with the Mulliken charge.
Element x y z (Å)
C: -0.11 -0.46 -2.82  -1.290
C: -0.76 0.48 -1.75  0.019
C: 0.46 1.21 -1.27  -1.155
H: 0.91 -0.65 -2.47  0.360
H: -0.16 -0.01 -3.79  0.316
H: -0.68 -1.35 -2.89  0.371
H: -1.59 1.16 -2.27  0.242
H: -1.36 -0.11 -1.00  0.254
H: 0.20 2.22 -1.22  0.383
H: 0.72 0.98 -0.21  0.022
H: 1.24 1.27 -2.01  0.463
C: -0.17 -0.73 3.41  -0.940
C: 0.52 -0.42 1.99  -0.639
H: -0.64 -1.66 3.40  0.300
H: 0.65 -0.82 4.20  0.228
H: -0.92 0.05 3.56  0.289
H: 1.59 -0.69 1.88  0.339
H: 0.20 0.62 1.83  0.213
H: -0.08 -1.09 1.44  0.226

The LUMO energy comes out at 1.14 eV. The gap between HOMO and LUMO is 11.903 eV. The highest occupied orbital energy comes out at -10.8 eV. The structure (SMILES) is CCC.CC.


Which structure is the least stable? The one labeled version z.